(P)
40
Properties=species:S:1:pos:R:3 method="wB97M-V/def2-TZVPD" smiles="CCOc1ccc(NC(=O)c2csc3c2CCCC3)cc1" gap_ev=7.00 total_charge=0 multiplicity=1
S -1.9387 2.3621 -0.5329
O -1.7529 -0.7825 3.4507
O 4.3468 1.0187 -0.6253
N 0.4759 -0.4617 2.7696
C 3.6221 0.8140 1.4099
C -1.4729 0.3136 1.3083
C 1.3139 -0.2181 0.3605
C -0.9710 1.7957 0.9537
C -3.9435 0.7081 -1.3437
C 4.3596 0.7898 -2.1066
C -4.0596 -1.7352 -0.5596
C -4.7871 -0.2884 -0.8835
C 4.8248 -0.5668 -2.4020
C 1.4455 0.1787 1.6977
C -2.6594 -0.1079 0.6355
C -1.0270 -0.3813 2.3372
C 2.5750 0.4519 2.2699
C -2.8587 0.9573 -0.4878
C 3.3855 0.6423 0.0046
C 2.2506 -0.0637 -0.6343
C -3.2650 -1.2060 0.7779
H 4.4258 1.3666 1.7233
H 2.7272 0.7580 3.5247
H 0.6268 -0.6817 3.6540
H 5.0508 -0.7098 -3.3640
H -3.9465 -1.2976 1.6838
H 4.1657 -1.3237 -1.9637
H -0.2159 2.1305 1.3583
H 5.8390 -0.6243 -1.9206
H -3.3688 -1.8428 -1.3590
H -5.6606 -0.7237 -1.7830
H -2.6213 -2.0378 0.9106
H -3.4756 0.1244 -2.3018
H 2.1806 -0.1493 -1.5479
H -4.8062 -2.5421 -0.1624
H -5.5355 -0.0309 -0.3455
H 0.3994 -0.7762 -0.0709
H -4.4418 1.7726 -1.5486
H 5.2570 1.4681 -2.2957
H 3.5361 0.8993 -2.5916

***

(Q)
40
Properties=species:S:1:pos:R:3 method="wB97M-V/def2-TZVPD" gap_ev=7.96 total_charge=0 multiplicity=1
S -3.9481 -1.4647 0.7254
O 6.7082 0.8601 0.2199
O 0.0222 0.4187 0.0740
N 1.3579 -1.1142 -0.8840
C 5.3195 0.3347 0.0114
C -3.5109 2.5962 -0.6008
C 2.6237 -0.7742 -0.3224
C -5.8328 1.9519 -0.3433
C -3.0867 1.1539 -0.0097
C 5.0548 -0.8386 -0.6975
C -5.6216 0.6419 0.1212
C -0.9014 -1.6836 -1.0785
C 6.8206 2.0030 0.9711
C -2.1670 -1.8457 1.2791
C -4.8919 2.8361 -0.3862
C -1.4136 -2.5242 0.3888
C 0.2430 -0.9055 -0.6367
C 2.8116 0.4896 0.1993
C 4.1554 0.9021 0.2564
C -4.2191 0.1844 0.0785
C 3.8302 -1.3411 -0.9839
H -0.4966 -2.8907 0.6727
H 4.2086 2.0534 1.1713
H 6.0308 -1.4571 -0.8970
H -1.6844 -0.5880 1.3439
H -1.8873 -3.3141 -0.0608
H -2.1176 0.7048 0.1324
H -2.6838 3.3155 -0.5173
H -6.8276 2.0662 -0.4834
H -2.3373 -2.2632 2.2581
H 1.5581 -1.9037 -1.2093
H 6.2361 2.1402 1.9934
H 6.3316 2.8789 0.3284
H 3.6890 -2.1173 -1.3399
H -6.2617 -0.0886 0.0471
H -0.5746 -2.4578 -1.7700
H -1.7690 -1.1501 -1.3161
H -5.1597 3.7615 -0.7298
H 8.0047 2.1061 0.9400
H 2.0231 1.1459 0.2678

***

Energies, relative to the best one, in eV: (P) 0.272; (Q) 0.000.

***

(P)
19
Properties=species:S:1:pos:R:3 method="wB97M-V/def2-TZVPD" smiles="O=C(O)c1cc[n+](P(O)O)cc1" gap_ev=9.52 total_charge=+1 multiplicity=1
P 0.2619 1.3212 -2.6719
O -0.9064 -3.0988 2.3318
O 1.8688 1.6262 -2.5553
O -0.4326 -1.2188 3.4627
O -0.4246 2.7345 -2.2103
N -0.0002 0.3110 -1.1506
C -1.3945 -0.2850 0.6141
C 0.9613 -0.5249 -0.7749
C -1.1626 0.4406 -0.5085
C -0.6039 -1.9380 2.3284
C -0.3870 -1.1362 1.0423
C 0.7977 -1.2823 0.3456
H -1.8993 1.1281 -0.9078
H 1.8860 -0.6307 -1.3306
H 1.9912 2.1346 -1.7354
H 0.0792 3.0806 -1.4546
H 0.1296 -0.4535 3.2843
H 1.5460 -1.9781 0.7025
H -2.3105 -0.2305 1.1880

***

(Q)
19
Properties=species:S:1:pos:R:3 method="wB97M-V/def2-TZVPD" smiles="O=C(O)c1cc[n+](P(O)O)cc1" gap_ev=8.39 total_charge=+1 multiplicity=1
P 2.5361 -0.6818 1.8192
O 3.4310 0.8405 1.6263
O 3.3743 -1.7636 0.6862
O -4.3926 0.5842 -0.6859
O -3.0183 0.6733 -2.7628
N 0.9526 -0.3541 0.9926
C -1.7657 0.2057 -0.4611
C -1.0359 1.4308 0.3748
C -3.1887 0.5002 -1.2816
C -1.1242 -1.3157 -0.5154
C 0.3961 1.0473 1.1139
C 0.3149 -1.5236 0.2757
H -1.7031 -2.1466 -1.1039
H -1.5434 2.4978 0.4095
H 3.5338 0.8905 0.6102
H 0.8581 -2.5798 0.2932
H 0.9170 1.9210 1.7086
H 3.5175 -1.1863 -0.1448
H -2.0595 0.9604 -2.9546

***

Energies, relative to the best one, in eV: (P) 0.000; (Q) 9.306.

***

(P)
16
Properties=species:S:1:pos:R:3 method="wB97M-V/def2-TZVPD" smiles=CSC.CN gap_ev=9.66 total_charge=0 multiplicity=1
S 1.1543 0.4469 0.2147
N -2.9633 -1.4888 -0.2370
C 2.3498 1.7495 -0.2850
C -3.1862 -0.0846 -0.6243
C 2.3138 -0.8345 0.7877
H 1.6733 -1.7142 0.8678
H 3.2120 -1.1552 0.2584
H 2.0263 2.7366 0.0216
H 3.2628 1.4673 0.2352
H -4.1455 0.1307 -1.1025
H -3.1703 0.6440 0.2006
H 2.6116 1.6829 -1.3408
H 2.6607 -0.5661 1.7879
H -1.9743 -1.6395 -0.1323
H -2.4009 0.2001 -1.3137
H -3.4243 -1.5751 0.6617

***

(Q)
16
Properties=species:S:1:pos:R:3 method="wB97M-V/def2-TZVPD" smiles=CCN.CS gap_ev=9.96 total_charge=0 multiplicity=1
S -1.3658 -0.8686 2.3139
N 0.4567 0.4477 -2.0589
C 0.5106 1.4728 -0.7606
C 2.0546 1.3288 -0.4564
C -1.9635 -2.3172 1.3701
H -2.7862 -2.9575 1.6460
H 0.2458 2.5393 -0.9541
H -1.0199 -2.9686 1.3991
H -2.3566 -1.7813 0.4297
H 2.3059 1.3820 0.5411
H 2.4362 2.2082 -0.9092
H -1.3261 -1.3716 3.4873
H 0.0308 1.0410 0.1233
H 2.5967 0.6414 -1.1196
H -0.4472 0.0815 -2.2109
H 0.6281 1.1221 -2.8409

***

Energies, relative to the best one, in eV: (P) 0.000; (Q) 1.365.

***

(P)
16
Properties=species:S:1:pos:R:3 method="wB97M-V/def2-TZVPD" smiles=CSC.CN gap_ev=9.42 total_charge=0 multiplicity=1
S 1.3124 0.9424 1.1558
N -0.9525 -1.2828 -1.7510
C 0.6264 2.6296 1.0967
C 0.2574 -2.0774 -1.5337
C -0.2631 0.1319 1.6098
H -0.9502 -0.4794 -2.3542
H -0.9954 0.3987 0.8552
H -0.1375 2.6332 0.3174
H 1.4383 3.2521 0.7197
H 0.3823 -2.3115 -0.4685
H 1.1089 -1.4375 -1.7618
H 0.3562 -2.9286 -2.1920
H -0.1299 -0.9433 1.6087
H -0.4980 0.4300 2.6239
H -1.7382 -1.8667 -1.9807
H 0.1829 2.9091 2.0546

***

(Q)
16
Properties=species:S:1:pos:R:3 method="wB97M-V/def2-TZVPD" smiles=CNC.CS gap_ev=8.84 total_charge=0 multiplicity=1
S 1.7650 4.0394 -2.0110
N -1.1629 -2.7402 1.0351
C -1.2633 -2.3894 2.4249
C -2.0176 -3.7878 0.4821
C 2.5942 5.6503 -2.4361
H -2.1847 -4.6142 1.1984
H 3.2882 5.5684 -3.2738
H -0.3775 -2.6903 0.4175
H -2.1749 -2.7580 2.9035
H 1.7675 6.2778 -2.7293
H -0.3046 -2.7178 2.8586
H 3.1114 5.8461 -1.5110
H -1.5585 -4.1431 -0.4316
H 2.8679 3.1969 -1.8698
H -3.0543 -3.4370 0.3485
H -1.2960 -1.3014 2.5938

***

Energies, relative to the best one, in eV: (P) 0.000; (Q) 0.889.

***

(P)
24
Properties=species:S:1:pos:R:3 method="wB97M-V/def2-TZVPD" smiles=CC(C)O.O.O.O.O gap_ev=10.87 total_charge=0 multiplicity=1
O 4.8551 -1.7630 -0.4330
O 0.7878 -0.5920 2.2154
O -0.7747 3.5997 -6.8183
O -0.7128 0.9655 -2.5124
O -3.1204 -2.2385 -4.2913
C -0.1308 1.2828 3.2649
C 0.2314 -0.7681 4.5120
C -0.1713 -0.1997 3.1769
H 0.8256 1.6702 3.6162
H -0.8626 3.2918 -5.9163
H -1.1628 -0.4625 2.8083
H -0.3996 0.7275 -1.6397
H -0.4679 -0.4863 5.2992
H -0.9653 1.6642 3.8533
H 0.6868 -1.5234 2.0059
H 0.2672 -1.8547 4.4339
H -1.2126 0.2031 -2.8041
H 4.8112 -2.1647 -1.3008
H 1.2515 -0.5138 4.7999
H -3.1340 -2.2125 -5.2481
H -1.5398 4.1579 -6.9570
H -0.2655 1.7527 2.2907
H -2.7667 -3.1024 -4.0797
H 3.9701 -1.4339 -0.2759

***

(Q)
24
Properties=species:S:1:pos:R:3 method="wB97M-V/def2-TZVPD" smiles=CCCO.O.O.O.O gap_ev=11.26 total_charge=0 multiplicity=1
O 1.6894 -1.0711 1.7599
O -0.5545 -1.4797 -2.3873
O -1.6171 -1.1956 0.3334
O 0.5389 -2.9239 0.1073
O -0.4614 0.6887 1.9969
C 0.5304 1.2259 -0.1952
C 0.4116 2.0930 -1.4688
C -0.4832 1.6134 0.8384
H -0.5018 1.9166 -2.0395
H 1.5625 1.3673 0.1156
H -1.4943 1.6580 0.3912
H -0.2626 2.5869 1.2702
H -1.2421 -1.1438 -1.7633
H 1.1544 -2.3757 0.6293
H 0.5464 3.1441 -1.1752
H 0.3912 0.1963 -0.4338
H 2.0084 -0.6455 2.5597
H 0.3587 -2.3977 -0.6918
H -1.1020 -0.6532 0.9529
H -1.2690 -2.0987 0.3461
H -1.2948 0.3427 2.3312
H 1.2151 1.8319 -2.1739
H 0.9268 -0.4995 1.5224
H -1.0511 -2.1804 -2.8255

***

Energies, relative to the best one, in eV: (P) 0.469; (Q) 0.000.